Entry 1:
46
Properties=species:S:1:pos:R:3:mulliken_charge:R:1 method="wB97M-V/def2-TZVPD" homo_lumo_gap_ha=0.308 energy_ha=-1483.62513 e_homo_ev=-7.76 smiles=Cc1ncn(-c2ccc3c(c2)CCc2sc(Cc4ccccc4)nc2N3)n1
C 3.441 5.192 5.191 -0.921
C 3.367 3.888 4.421 0.343
N 4.452 3.344 3.807 -0.667
C 3.982 2.211 3.332 0.100
N 2.629 2.136 3.589 0.744
C 1.731 1.090 3.172 1.113
C 0.356 1.082 3.506 -0.562
C -0.516 0.091 2.996 -0.873
C -0.053 -0.848 2.077 0.419
C 1.349 -0.907 1.797 0.150
C 2.210 0.027 2.358 -0.725
C 1.884 -2.004 0.901 -1.358
C 1.573 -1.801 -0.592 -0.548
C 0.083 -1.769 -0.826 0.366
S -0.580 -1.647 -2.439 -0.179
C -2.212 -1.776 -1.735 0.279
C -3.488 -1.863 -2.539 -0.386
C -3.285 -1.354 -3.923 0.257
C -3.037 0.004 -4.212 -0.140
C -2.903 0.413 -5.543 -0.496
C -2.945 -0.509 -6.605 -0.468
C -3.118 -1.853 -6.299 -0.481
C -3.295 -2.288 -4.974 -0.397
N -2.219 -1.804 -0.425 -0.693
C -0.968 -1.766 0.104 -0.155
N -0.909 -1.771 1.476 -0.118
N 2.247 3.210 4.321 -1.075
H 4.046 4.961 6.074 0.228
H 3.876 5.961 4.539 0.266
H 2.461 5.539 5.537 0.291
H 4.556 1.454 2.831 0.403
H -0.053 1.822 4.167 0.471
H -1.567 0.067 3.233 0.342
H 3.254 -0.108 2.112 0.115
H 2.955 -2.074 1.040 0.469
H 1.458 -2.960 1.225 0.430
H 1.975 -0.838 -0.930 0.361
H 2.012 -2.620 -1.202 0.398
H -3.739 -2.924 -2.572 0.302
H -4.242 -1.239 -2.029 0.268
H -2.945 0.779 -3.479 0.443
H -2.752 1.470 -5.773 0.348
H -2.779 -0.250 -7.653 0.360
H -3.078 -2.589 -7.104 0.342
H -3.372 -3.380 -4.841 0.262
H -1.840 -1.800 1.891 0.371

Entry 2:
24
Properties=species:S:1:pos:R:3:mulliken_charge:R:1 method="wB97M-V/def2-TZVPD" homo_lumo_gap_ha=0.283 e_above_lowest_ev=1.095 energy_ha=-493.30812 e_homo_ev=-12.47 smiles=NC(N)(N)Cc1ccc[nH+]c1 total_charge=+1
N -0.561 2.443 2.055 -0.676
C -0.851 1.487 0.951 0.161
N -2.249 1.096 1.154 -0.596
N -0.656 2.224 -0.287 -0.498
C 0.133 0.259 1.161 -0.967
C 0.430 -0.613 -0.054 0.629
C 1.580 -1.427 0.005 -0.314
C 1.943 -2.275 -1.031 -0.611
C 1.146 -2.272 -2.148 -0.298
N 0.061 -1.507 -2.192 0.028
C -0.327 -0.699 -1.191 -0.302
H 0.270 2.947 1.750 0.290
H -0.283 1.888 2.864 0.312
H -2.546 0.402 0.471 0.261
H -2.280 0.667 2.074 0.305
H -1.442 2.058 -0.906 0.345
H 0.211 1.989 -0.754 0.287
H 1.083 0.572 1.615 0.485
H -0.347 -0.408 1.895 0.358
H 2.196 -1.403 0.903 0.417
H 2.823 -2.908 -0.969 0.426
H 1.386 -2.890 -3.010 0.376
H -0.500 -1.534 -3.039 0.315
H -1.218 -0.096 -1.317 0.266

Entry 3:
34
Properties=species:S:1:pos:R:3:mulliken_charge:R:1 method="wB97M-V/def2-TZVPD" homo_lumo_gap_ha="0.305 / 0.312" multiplicity=4 e_above_lowest_ev=0.207 energy_ha=-2165.89066 s_squared=3.78 e_homo_ev="-12.66 / -12.73" total_charge=+1
Cr 1.030 -0.827 -0.870 0.454
O -0.106 -4.651 0.259 -0.413
C 0.332 -3.429 0.173 0.505
O -0.058 -2.636 -0.683 -0.337
C 1.385 -3.041 1.180 -0.306
O 1.705 -1.689 0.878 -0.074
C 2.931 -1.112 1.400 -0.261
C 3.160 0.195 0.637 0.280
O 3.991 0.962 1.014 -0.530
O 2.393 0.347 -0.432 -0.456
H -0.759 -4.837 -0.439 0.417
H 2.259 -3.689 1.086 0.458
H 0.972 -3.134 2.187 0.368
H 3.757 -1.803 1.225 0.447
H 2.823 -0.920 2.466 0.335
O -0.052 0.075 -4.489 -0.550
C 0.111 -0.018 -3.309 0.672
O 0.960 -0.838 -2.702 -0.527
C -0.669 0.809 -2.313 0.425
C -1.581 1.788 -2.708 -0.947
C -2.223 2.494 -1.729 -0.375
C -1.964 2.230 -0.366 0.860
C -2.599 2.944 0.677 -0.947
C -2.307 2.661 1.980 -0.639
C -1.371 1.655 2.294 -0.807
C -0.742 0.942 1.311 -0.338
C -1.030 1.220 -0.038 0.866
N -0.411 0.530 -1.044 -0.321
H -1.737 1.952 -3.765 0.550
H -2.936 3.268 -1.983 0.469
H -3.312 3.716 0.421 0.416
H -2.788 3.209 2.778 0.411
H -1.146 1.449 3.332 0.438
H -0.018 0.179 1.574 0.457

Entry 4:
61
Properties=species:S:1:pos:R:3:mulliken_charge:R:1 method="wB97M-V/def2-TZVPD" homo_lumo_gap_ha=0.319 e_above_lowest_ev=1.958 energy_ha=-1526.63795 e_homo_ev=-8.23 smiles="CCN1CCN(C(=O)c2ccc(Cn3c(=O)[nH]c4cc(OC)c(OC)cc4c3=O)cc2)CC1"
C -4.248 4.185 -5.471 -1.294
C -3.750 3.217 -4.404 -0.475
N -2.745 3.823 -3.547 0.008
C -1.987 2.835 -2.804 -0.840
C -0.835 3.517 -2.060 -0.639
N -1.357 4.528 -1.175 0.098
C -1.410 4.449 0.177 0.288
O -2.075 5.216 0.850 -0.661
C -0.558 3.394 0.812 0.453
C -1.151 2.426 1.612 -0.971
C -0.373 1.483 2.258 -0.480
C 1.010 1.507 2.128 0.867
C 1.852 0.462 2.810 -2.216
N 1.925 -0.754 1.996 0.175
C 2.913 -0.794 1.034 0.391
O 3.707 0.103 0.860 -0.662
N 2.955 -1.935 0.274 -0.089
C 2.099 -3.002 0.416 -0.668
C 2.208 -4.133 -0.394 -0.517
C 1.337 -5.194 -0.230 1.141
O 1.356 -6.332 -0.956 -0.450
C 2.328 -6.480 -1.963 -0.925
C 0.324 -5.131 0.769 0.830
O -0.478 -6.223 0.849 -0.444
C -1.498 -6.224 1.819 -0.889
C 0.226 -4.010 1.560 -0.501
C 1.110 -2.936 1.393 -0.506
C 0.991 -1.755 2.243 1.044
O 0.156 -1.628 3.115 -0.696
C 1.604 2.485 1.340 -0.400
C 0.827 3.423 0.686 -0.150
C -2.174 5.498 -1.871 -1.158
C -3.303 4.797 -2.624 -0.520
H -4.869 4.968 -5.045 0.326
H -3.400 4.646 -5.970 0.334
H -4.839 3.646 -6.207 0.421
H -4.604 2.832 -3.819 0.312
H -3.278 2.366 -4.902 0.409
H -1.576 2.104 -3.505 0.467
H -2.618 2.298 -2.071 0.286
H -0.266 2.777 -1.498 0.466
H -0.178 4.000 -2.792 0.234
H -2.225 2.419 1.727 0.472
H -0.835 0.722 2.870 0.458
H 2.872 0.823 2.952 0.559
H 1.408 0.174 3.765 0.589
H 3.682 -1.966 -0.427 0.249
H 2.982 -4.161 -1.144 0.409
H 2.224 -5.713 -2.737 0.353
H 3.342 -6.449 -1.551 0.355
H 2.148 -7.460 -2.401 0.238
H -2.006 -7.180 1.708 0.224
H -2.211 -5.411 1.653 0.356
H -1.089 -6.146 2.831 0.358
H -0.520 -3.911 2.330 0.580
H 2.678 2.500 1.233 0.397
H 1.294 4.188 0.083 0.472
H -2.578 6.190 -1.131 0.502
H -1.543 6.040 -2.583 0.331
H -3.867 5.540 -3.188 0.386
H -3.982 4.318 -1.896 0.311

Entry 5:
16
Properties=species:S:1:pos:R:3:mulliken_charge:R:1 method="wB97M-V/def2-TZVPD" homo_lumo_gap_ha=0.292 e_above_lowest_ev=5.118 energy_ha=-760.79197 e_homo_ev=-8.09
C -0.095 2.853 0.370 -0.216
C -0.300 4.175 0.326 -0.479
C 0.248 3.019 -1.855 -0.541
C 1.256 -0.325 -1.297 -0.535
C 0.944 -1.716 -0.976 0.318
C -0.048 -2.015 -0.001 -1.059
N 0.116 2.264 -0.793 0.229
O 2.077 -0.859 -0.497 -0.182
S -0.035 4.630 -1.384 -0.016
H -0.288 2.274 1.219 0.351
H -0.212 4.966 1.067 0.346
H 0.487 1.197 -0.823 0.615
H 1.368 -2.602 -1.551 0.331
H -1.018 -2.300 -0.498 0.288
H -0.386 -1.047 0.458 0.250
H 0.284 -2.887 0.538 0.300

Entry 6:
55
Properties=species:S:1:pos:R:3:mulliken_charge:R:1 method="wB97M-V/def2-TZVPD" homo_lumo_gap_ha="0.304 / 0.195" multiplicity=5 e_above_lowest_ev=0.000 energy_ha=-1512.53981 s_squared=6.04 e_homo_ev="-17.44 / -18.26" total_charge=+3
Pd -0.238 -0.410 -1.341 -0.152
C 0.609 -3.515 -2.795 -1.517
C -0.452 -2.473 -2.604 0.838
C -0.579 -1.382 -3.502 -0.995
C -1.651 -0.460 -3.427 1.116
C -1.838 0.560 -4.504 -1.831
C -2.538 -0.572 -2.346 -0.716
C -2.393 -1.588 -1.372 1.159
C -3.341 -1.715 -0.226 -1.640
C -1.350 -2.534 -1.530 -0.653
H 1.491 -3.287 -2.197 0.144
H 0.914 -3.573 -3.838 0.462
H 0.239 -4.493 -2.491 0.423
H 0.135 -1.294 -4.314 0.617
H -0.898 1.048 -4.766 0.488
H -2.587 1.303 -4.241 0.433
H -2.186 0.052 -5.408 0.425
H -3.353 0.136 -2.250 0.495
H -2.820 -1.613 0.729 0.282
H -3.792 -2.710 -0.236 0.423
H -4.137 -0.975 -0.272 0.435
H -1.253 -3.337 -0.808 0.584
C 2.827 -2.455 -0.099 -0.793
C 1.824 -2.837 0.781 -0.635
C 0.934 -1.890 1.270 -0.073
C 1.068 -0.540 0.901 -0.310
C 2.087 -0.160 0.000 0.342
C 2.945 -1.127 -0.509 -0.561
P 0.052 0.672 1.768 0.136
C 0.577 1.108 3.369 0.781
C -0.117 2.142 4.047 -0.374
C 0.250 2.463 5.332 -0.775
C 1.270 1.744 5.963 -0.447
C 1.931 0.697 5.312 -0.739
C 1.580 0.358 4.027 -0.323
C -0.123 2.043 0.613 0.281
C 0.294 3.328 0.858 -0.339
C 0.182 4.316 -0.167 -0.498
C -0.320 3.994 -1.421 -0.891
C -0.764 2.703 -1.644 0.435
C -0.530 1.669 -0.701 0.148
H 3.531 -3.192 -0.466 0.503
H 1.742 -3.869 1.098 0.520
H 0.156 -2.185 1.967 0.576
H 2.243 0.883 -0.249 0.564
H 3.740 -0.835 -1.183 0.518
H -0.934 2.668 3.569 0.531
H -0.260 3.256 5.861 0.443
H 1.544 1.994 6.980 0.440
H 2.718 0.156 5.820 0.452
H 2.089 -0.450 3.517 0.396
H 0.741 3.611 1.804 0.562
H 0.450 5.339 0.068 0.463
H -0.427 4.760 -2.178 0.473
H -1.280 2.469 -2.568 0.376

Entry 7:
27
Properties=species:S:1:pos:R:3:mulliken_charge:R:1 method="wB97M-V/def2-TZVPD" homo_lumo_gap_ha=0.381 e_above_lowest_ev=2.275 energy_ha=-482.09473 e_homo_ev=-9.83
C 0.561 1.314 -1.743 -0.856
O 1.635 0.496 -1.376 -0.428
C 1.616 -0.463 -0.304 1.776
C 3.052 -1.027 -0.406 -1.508
C 1.414 0.166 1.084 -1.611
C 0.606 -1.603 -0.512 -1.614
H 0.940 1.898 -2.586 0.315
H -0.305 0.741 -2.097 0.328
H 0.276 2.017 -0.951 0.327
H 3.047 -2.092 -0.613 0.325
H 3.614 -0.851 0.506 0.324
H 3.561 -0.522 -1.223 0.351
H 2.018 1.068 1.172 0.376
H 1.738 -0.547 1.838 0.487
H 0.376 0.405 1.291 0.315
H 0.877 -2.430 0.138 0.488
H -0.411 -1.316 -0.264 0.315
H 0.643 -1.945 -1.545 0.377
C -3.500 -0.051 1.829 -0.849
N -2.222 -0.047 1.179 -0.269
C -1.969 0.705 0.216 1.556
O -2.787 1.613 -0.379 -0.563
H -4.212 0.659 1.400 0.301
H -3.905 -1.062 1.764 0.271
H -3.340 0.180 2.882 0.271
H -0.984 0.633 -0.199 -1.152
H -2.335 2.059 -1.102 0.349

Entry 8:
14
Properties=species:S:1:pos:R:3:mulliken_charge:R:1 method="wB97M-V/def2-TZVPD" homo_lumo_gap_ha=0.374 e_above_lowest_ev=2.804 energy_ha=-270.45487 e_homo_ev=-9.89 smiles="O=CC1=CCC1.[H][H]"
O 0.484 2.267 -1.959 -0.489
C -0.338 1.545 -1.437 -0.132
C -0.001 0.339 -0.673 0.591
C -0.762 -0.598 -0.088 -0.815
C 0.421 -1.390 0.417 -0.231
C 1.308 -0.294 -0.256 -0.551
H -1.425 1.763 -1.509 0.290
H -1.836 -0.738 0.009 0.364
H 0.523 -2.393 -0.011 0.260
H 0.510 -1.460 1.507 0.234
H 1.946 -0.645 -1.072 0.258
H 1.911 0.299 0.440 0.227
H -0.910 0.765 1.985 -0.297
H -1.024 0.622 2.706 0.291

Entry 9:
93
Properties=species:S:1:pos:R:3:mulliken_charge:R:1 method="wB97M-V/def2-TZVPD" homo_lumo_gap_ha=0.311 energy_ha=-1868.52907 e_homo_ev=-8.09 smiles="COC[C@@H](N)CCCS(=O)(=O)O.CCN(CC)CC.CCN(CC)CC.CCN(CC)CC"
C 1.075 -1.950 -2.685 -0.550
O 0.787 -0.619 -3.047 -0.207
C -0.596 -0.364 -2.987 -0.732
C -0.865 1.032 -3.519 0.420
N -0.637 1.151 -4.958 -0.689
C -2.268 1.559 -3.134 -1.231
C -3.337 0.510 -2.780 -0.127
C -4.767 1.003 -3.097 -0.814
S -5.772 -0.242 -3.841 1.167
O -5.776 -1.419 -3.021 -0.603
O -7.000 0.342 -4.263 -0.629
O -4.897 -0.579 -5.129 -0.477
H 0.527 -2.236 -1.779 0.064
H 2.139 -2.046 -2.490 0.271
H 0.777 -2.647 -3.477 0.306
H -1.150 -1.116 -3.569 0.397
H -0.945 -0.450 -1.947 0.261
H -0.129 1.683 -3.041 0.209
H 0.342 1.269 -5.165 0.280
H -0.987 0.348 -5.462 0.240
H -2.163 2.241 -2.287 0.313
H -2.616 2.169 -3.968 0.568
H -3.300 0.307 -1.709 0.196
H -3.170 -0.429 -3.300 0.243
H -4.756 1.835 -3.800 0.391
H -5.318 1.283 -2.200 0.421
H -4.788 -1.538 -5.158 0.360
C 1.187 -3.240 3.447 -1.618
C -0.040 -2.829 2.647 -0.066
N -0.368 -3.751 1.578 0.236
C -1.341 -3.212 0.646 -0.512
C -2.758 -2.922 1.154 -1.026
C -0.554 -5.137 1.973 -0.707
C -1.613 -5.443 3.040 -0.955
H 2.040 -3.405 2.787 0.373
H 1.449 -2.450 4.153 0.474
H 1.017 -4.148 4.026 0.309
H 0.163 -1.856 2.190 0.244
H -0.881 -2.674 3.344 0.182
H -1.405 -3.890 -0.211 0.474
H -0.922 -2.278 0.253 0.081
H -3.333 -3.834 1.312 0.304
H -3.298 -2.327 0.415 0.399
H -2.749 -2.356 2.087 0.117
H 0.407 -5.516 2.326 0.400
H -0.774 -5.710 1.069 0.404
H -1.543 -4.762 3.889 0.219
H -1.466 -6.455 3.422 0.388
H -2.627 -5.390 2.646 0.265
C -1.828 3.956 4.424 -1.412
C -1.695 2.641 5.176 -0.371
N -2.046 1.487 4.369 0.170
C -2.214 0.269 5.141 -0.610
C -0.988 -0.300 5.866 -0.822
C -1.319 1.351 3.119 -0.607
C 0.211 1.267 3.183 -0.657
H -2.823 4.051 3.986 0.336
H -1.675 4.790 5.110 0.436
H -1.091 4.051 3.626 0.273
H -2.379 2.657 6.029 0.476
H -0.679 2.575 5.597 0.268
H -2.623 -0.497 4.477 0.238
H -2.994 0.463 5.884 0.378
H -0.282 -0.756 5.172 -0.044
H -1.302 -1.078 6.563 0.404
H -0.461 0.461 6.443 0.364
H -1.591 2.193 2.478 0.334
H -1.707 0.465 2.606 0.223
H 0.640 2.022 3.842 0.338
H 0.630 1.431 2.187 0.209
H 0.553 0.289 3.519 0.048
C 5.724 2.824 -4.752 -1.479
C 4.567 2.542 -3.806 -0.182
N 4.857 1.493 -2.847 0.137
C 3.679 1.007 -2.150 -0.639
C 2.934 1.974 -1.221 -1.004
C 6.046 1.693 -2.037 -0.732
C 6.135 2.971 -1.193 -0.965
H 6.055 1.906 -5.240 0.336
H 5.407 3.527 -5.524 0.442
H 6.577 3.268 -4.239 0.301
H 3.708 2.210 -4.396 0.288
H 4.264 3.488 -3.327 0.271
H 3.965 0.119 -1.579 0.288
H 2.972 0.656 -2.906 0.364
H 3.477 2.161 -0.295 0.298
H 1.969 1.540 -0.950 0.340
H 2.738 2.933 -1.703 0.264
H 6.914 1.661 -2.700 0.413
H 6.151 0.821 -1.387 0.360
H 5.854 3.857 -1.765 0.246
H 7.163 3.116 -0.854 0.375
H 5.504 2.928 -0.306 0.269

Entry 10:
75
Properties=species:S:1:pos:R:3:mulliken_charge:R:1 method="wB97M-V/def2-TZVPD" homo_lumo_gap_ha="0.371 / 0.194" multiplicity=2 e_above_lowest_ev=0.181 energy_ha=-5345.38315 s_squared=0.76 e_homo_ev="-15.65 / -15.71" total_charge=+2
Ga -0.022 0.240 0.140 1.298
C -3.997 -1.060 -1.217 -1.826
C -3.151 0.139 -0.812 1.267
C -3.180 1.224 -1.874 -1.378
C -3.605 0.662 0.540 -1.277
O -1.766 -0.335 -0.659 -0.136
Ge -0.823 -1.501 -1.790 -0.059
O 0.153 -1.773 -0.219 -0.100
C 0.471 -3.018 0.486 1.195
C 0.696 -4.095 -0.567 -1.873
C -0.689 -3.377 1.399 -1.404
C 1.761 -2.772 1.258 -1.273
O 0.309 -0.019 -1.888 -0.190
C 1.337 0.200 -2.916 1.204
C 1.804 1.640 -2.804 -1.499
C 0.683 -0.036 -4.270 -1.739
C 2.482 -0.769 -2.680 -1.333
H -5.034 -0.755 -1.349 0.487
H -3.649 -1.470 -2.171 0.476
H -3.956 -1.840 -0.456 0.345
H -4.181 1.641 -1.964 0.510
H -2.490 2.032 -1.618 0.194
H -2.891 0.822 -2.849 0.318
H -4.628 1.028 0.467 0.570
H -3.572 -0.129 1.290 0.367
H -2.972 1.489 0.864 0.133
H -0.214 -4.251 -1.156 0.479
H 1.514 -3.821 -1.234 0.338
H 0.944 -5.040 -0.087 0.473
H -1.582 -3.606 0.813 0.322
H -0.447 -4.249 2.004 0.504
H -0.924 -2.547 2.069 0.191
H 2.608 -2.675 0.577 0.360
H 1.684 -1.859 1.849 0.139
H 1.953 -3.601 1.937 0.464
H 0.960 2.326 -2.880 0.369
H 2.317 1.800 -1.854 0.206
H 2.504 1.861 -3.608 0.566
H -0.148 0.653 -4.425 0.336
H 1.410 0.109 -5.067 0.480
H 0.312 -1.064 -4.342 0.459
H 2.894 -0.643 -1.676 0.190
H 2.145 -1.804 -2.787 0.265
H 3.279 -0.598 -3.403 0.517
C 2.711 1.376 1.918 -1.244
Si 0.950 1.871 2.172 0.460
C 0.110 1.125 3.671 2.228
C -1.417 1.102 3.564 -1.530
C 0.552 2.005 4.859 -1.864
C 0.611 -0.308 3.878 -1.751
C 0.505 3.550 1.458 2.037
C 1.133 4.579 2.423 -1.807
C -1.002 3.788 1.338 -1.468
C 1.139 3.697 0.073 -1.544
H 3.354 1.941 2.602 0.475
H 3.039 1.593 0.901 0.367
H 2.863 0.316 2.119 0.351
H -1.850 2.096 3.480 0.329
H -1.828 0.644 4.468 0.585
H -1.755 0.504 2.715 0.039
H 0.160 3.020 4.794 0.380
H 1.640 2.058 4.964 0.429
H 0.160 1.563 5.780 0.454
H 0.319 -0.958 3.050 0.093
H 0.154 -0.716 4.784 0.601
H 1.693 -0.364 4.005 0.350
H 0.687 4.549 3.416 0.389
H 0.963 5.581 2.018 0.450
H 2.214 4.452 2.525 0.411
H -1.503 3.810 2.304 0.339
H -1.486 3.033 0.712 0.020
H -1.170 4.758 0.862 0.584
H 2.227 3.618 0.097 0.357
H 0.892 4.684 -0.328 0.576
H 0.749 2.960 -0.630 -0.032

Entry 11:
11
Properties=species:S:1:pos:R:3:mulliken_charge:R:1 method="wB97M-V/def2-TZVPD" homo_lumo_gap_ha=0.362 e_above_lowest_ev=5.265 energy_ha=-248.08155 e_homo_ev=-8.62
C -0.118 1.039 0.298 -0.449
C 1.008 0.006 0.298 -0.477
C 0.353 0.434 -0.996 -0.204
N -0.703 -0.641 -0.943 -0.574
C -1.128 -0.132 0.395 -0.090
C -0.025 -1.111 0.287 -0.286
H -0.196 2.100 0.510 0.422
H 1.966 -0.018 0.811 0.445
H 0.777 0.754 -1.940 0.387
H -2.088 -0.259 0.888 0.406
H 0.155 -2.171 0.391 0.422